[1]
# C92H207N13O13

13 unconnected molecules or ions with the total composition C92H207N13O13 (the ωB97M-V functional and the def2-TZVPD basis, the Open Molecules 2025 dataset).

Positions of all 325 atoms, in Å:
C: -7.460 -2.278 -0.153
C: -7.189 -3.476 -1.118
C: -7.256 -3.114 -2.580
C: -6.087 -2.203 -3.042
C: -4.767 -2.892 -2.695
C: -4.617 -3.398 -1.299
N: -5.869 -4.083 -0.862
O: -5.720 -4.286 0.528
C: -3.552 -4.521 -1.360
C: -4.100 -2.317 -0.283
C: -8.294 -4.520 -0.963
H: -7.069 -2.544 0.839
H: -8.525 -2.147 -0.026
H: -7.058 -1.297 -0.469
H: -7.272 -3.993 -3.249
H: -8.198 -2.593 -2.823
H: -6.192 -1.193 -2.616
H: -6.202 -2.026 -4.136
H: -3.915 -2.226 -2.832
H: -4.620 -3.701 -3.347
H: -2.788 -4.204 -2.050
H: -3.119 -4.785 -0.401
H: -3.973 -5.462 -1.761
H: -3.013 -2.263 -0.429
H: -4.690 -1.394 -0.394
H: -4.196 -2.623 0.731
H: -9.248 -4.233 -1.484
H: -8.539 -4.635 0.104
H: -7.987 -5.496 -1.340
H: -5.454 -5.209 0.604
C: -5.238 4.162 1.130
C: -4.450 4.013 -0.212
C: -3.842 2.583 -0.294
C: -4.722 1.535 -0.907
C: -5.262 2.050 -2.236
C: -6.163 3.236 -1.957
N: -5.328 4.278 -1.380
O: -6.122 5.471 -1.213
C: -6.611 3.801 -3.294
C: -7.412 2.734 -1.173
C: -3.347 5.042 -0.315
H: -5.647 5.132 1.352
H: -4.524 3.943 1.931
H: -6.069 3.491 1.286
H: -2.954 2.686 -0.923
H: -3.561 2.347 0.731
H: -5.514 1.170 -0.222
H: -4.085 0.641 -1.024
H: -5.814 1.301 -2.790
H: -4.549 2.513 -2.848
H: -7.136 4.758 -3.135
H: -5.695 4.020 -3.844
H: -7.260 3.105 -3.795
H: -7.720 1.761 -1.612
H: -7.183 2.547 -0.124
H: -8.270 3.391 -1.229
H: -2.740 4.823 -1.221
H: -2.847 4.983 0.638
H: -3.745 6.068 -0.327
H: -6.826 5.239 -0.592
C: 3.305 -3.201 9.375
C: 1.920 -3.170 8.762
C: 0.918 -2.498 9.745
C: -0.368 -2.050 9.174
C: -0.014 -1.178 7.983
C: 0.820 -1.910 6.928
N: 2.036 -2.328 7.573
O: 2.868 -3.012 6.671
C: 0.057 -2.954 6.111
C: 1.297 -0.822 5.947
C: 1.485 -4.675 8.542
H: 3.186 -3.718 10.331
H: 3.621 -2.156 9.465
H: 3.986 -3.722 8.688
H: 0.778 -3.261 10.504
H: 1.419 -1.630 10.230
H: -0.971 -1.521 9.944
H: -0.941 -2.957 8.903
H: 0.541 -0.356 8.363
H: -0.961 -0.816 7.486
H: -0.604 -2.357 5.500
H: 0.716 -3.565 5.480
H: -0.567 -3.616 6.726
H: 2.114 -0.324 6.422
H: 1.747 -1.272 5.089
H: 0.504 -0.150 5.599
H: 0.409 -4.711 8.315
H: 1.775 -5.262 9.432
H: 2.063 -5.136 7.744
H: 3.424 -2.288 6.356
C: 1.299 -5.629 -3.790
C: 0.798 -4.291 -4.293
C: 0.948 -3.308 -3.102
C: 2.347 -2.783 -2.912
C: 2.725 -2.165 -4.216
C: 2.711 -3.044 -5.452
N: 1.375 -3.673 -5.526
O: 1.330 -4.574 -6.605
C: 2.793 -2.214 -6.693
C: 3.777 -4.097 -5.339
C: -0.706 -4.468 -4.581
H: 1.578 -6.368 -4.548
H: 0.491 -6.095 -3.205
H: 2.164 -5.648 -3.112
H: 0.266 -2.421 -3.340
H: 0.579 -3.827 -2.221
H: 3.008 -3.658 -2.709
H: 2.386 -2.069 -2.078
H: 3.693 -1.668 -4.087
H: 1.981 -1.383 -4.350
H: 2.572 -2.814 -7.590
H: 1.952 -1.483 -6.623
H: 3.792 -1.645 -6.758
H: 4.854 -3.757 -5.282
H: 3.634 -4.636 -4.432
H: 3.861 -4.764 -6.210
H: -1.394 -4.648 -3.725
H: -0.817 -5.283 -5.257
H: -0.975 -3.557 -5.112
H: 1.949 -5.316 -6.413
C: -4.253 2.095 -6.279
C: -2.879 1.542 -5.964
C: -3.020 0.192 -5.183
C: -1.679 -0.567 -5.062
C: -1.216 -0.868 -6.507
C: -0.935 0.402 -7.335
N: -2.197 1.248 -7.268
O: -1.874 2.446 -7.927
C: 0.274 1.166 -6.824
C: -0.762 -0.013 -8.741
C: -2.103 2.532 -5.060
H: -4.202 3.099 -6.749
H: -4.777 2.165 -5.309
H: -4.844 1.399 -6.830
H: -3.473 0.336 -4.200
H: -3.789 -0.361 -5.731
H: -1.717 -1.485 -4.536
H: -0.936 0.013 -4.533
H: -2.089 -1.349 -6.983
H: -0.385 -1.621 -6.533
H: 0.294 2.177 -7.205
H: 0.241 1.296 -5.724
H: 1.183 0.666 -7.149
H: -0.501 0.841 -9.362
H: 0.123 -0.681 -8.839
H: -1.692 -0.461 -9.196
H: -1.748 3.433 -5.557
H: -1.274 2.101 -4.509
H: -2.825 2.939 -4.383
H: -2.466 2.423 -8.664
C: 5.779 3.466 -1.043
C: 5.837 4.018 -2.480
C: 7.277 3.948 -3.004
C: 7.683 2.517 -3.268
C: 6.755 1.887 -4.301
C: 5.303 1.968 -3.808
N: 4.992 3.368 -3.401
O: 3.706 3.140 -2.796
C: 4.325 1.716 -4.952
C: 5.057 0.882 -2.752
C: 5.368 5.458 -2.380
H: 6.439 4.070 -0.440
H: 6.122 2.475 -0.986
H: 4.769 3.438 -0.611
H: 7.482 4.493 -3.914
H: 7.895 4.347 -2.234
H: 7.775 2.016 -2.288
H: 8.699 2.434 -3.614
H: 7.061 0.847 -4.494
H: 6.750 2.432 -5.251
H: 3.328 1.846 -4.630
H: 4.587 2.447 -5.736
H: 4.577 0.704 -5.252
H: 5.890 0.757 -1.997
H: 4.125 1.041 -2.245
H: 4.944 -0.113 -3.230
H: 5.314 5.893 -3.410
H: 5.854 6.170 -1.715
H: 4.346 5.470 -2.041
H: 3.128 3.866 -3.156
C: -2.570 -7.017 3.236
C: -1.307 -6.195 3.031
C: -0.393 -6.484 4.179
C: 1.018 -6.096 3.864
C: 1.454 -6.946 2.672
C: 0.666 -6.584 1.408
N: -0.702 -6.823 1.787
O: -1.581 -6.410 0.669
C: 1.048 -5.245 0.855
C: 1.159 -7.553 0.341
C: -1.730 -4.689 2.861
H: -2.249 -8.047 3.183
H: -3.284 -6.912 2.429
H: -3.130 -6.773 4.160
H: -0.799 -5.921 5.032
H: -0.481 -7.534 4.421
H: 1.749 -6.318 4.644
H: 1.083 -5.027 3.682
H: 1.208 -8.038 2.859
H: 2.522 -6.878 2.527
H: 0.595 -4.443 1.483
H: 2.118 -5.155 0.702
H: 0.562 -5.181 -0.128
H: 0.589 -7.521 -0.613
H: 2.158 -7.345 0.002
H: 1.143 -8.552 0.721
H: -2.767 -4.655 2.699
H: -1.186 -4.118 2.102
H: -1.507 -4.100 3.799
H: -1.875 -7.268 0.345
C: -3.206 -0.423 3.467
C: -3.012 0.906 4.286
C: -2.910 0.585 5.745
C: -2.612 1.830 6.580
C: -1.209 2.283 6.162
C: -1.131 2.593 4.674
N: -1.656 1.438 3.871
O: -1.681 1.721 2.480
C: -1.766 3.970 4.230
C: 0.376 2.642 4.300
C: -4.206 1.776 3.867
H: -4.151 -0.797 3.716
H: -2.404 -1.204 3.573
H: -3.274 -0.180 2.375
H: -3.801 0.091 6.080
H: -2.103 -0.230 5.877
H: -2.559 1.524 7.635
H: -3.347 2.578 6.403
H: -0.441 1.545 6.371
H: -0.935 3.235 6.646
H: -1.983 3.929 3.160
H: -2.738 4.132 4.612
H: -1.025 4.722 4.447
H: 0.933 1.869 4.809
H: 0.543 2.485 3.225
H: 0.864 3.575 4.542
H: -4.094 2.244 2.862
H: -4.449 2.518 4.619
H: -5.060 1.155 3.696
H: -1.213 1.001 2.006
C: -1.519 0.481 -1.481
C: 0.012 0.471 -1.167
C: 0.416 -0.575 -0.121
O: -0.193 -0.253 1.138
C: 0.157 -1.107 2.192
N: 0.856 0.403 -2.352
H: -1.872 -0.401 -2.000
H: -1.799 1.295 -2.106
H: -2.086 0.483 -0.518
H: 0.236 1.392 -0.586
H: 1.474 -0.672 0.023
H: 0.008 -1.546 -0.396
H: 1.155 -1.547 2.085
H: -0.607 -1.947 2.354
H: 0.146 -0.477 3.110
H: 0.297 0.728 -3.112
H: 1.640 1.098 -2.257
C: 0.229 4.655 -4.315
C: 1.403 5.572 -3.818
C: 1.198 6.966 -4.401
O: 1.599 6.934 -5.775
C: 1.201 8.127 -6.504
N: 1.463 5.671 -2.369
H: -0.733 4.828 -3.798
H: 0.481 3.588 -4.121
H: 0.142 4.835 -5.399
H: 2.331 5.155 -4.157
H: 1.755 7.714 -3.781
H: 0.139 7.191 -4.280
H: 0.611 8.703 -5.786
H: 0.631 7.967 -7.426
H: 2.111 8.662 -6.732
H: 0.618 6.022 -2.058
H: 1.736 4.809 -1.940
C: 3.466 -3.441 3.016
C: 3.854 -1.984 2.764
C: 5.129 -1.634 3.524
O: 4.749 -1.465 4.907
C: 5.887 -1.313 5.718
N: 3.891 -1.711 1.315
H: 2.452 -3.679 2.608
H: 3.468 -3.744 4.064
H: 4.147 -4.138 2.472
H: 2.996 -1.439 3.217
H: 5.618 -0.685 3.204
H: 5.833 -2.454 3.483
H: 6.659 -0.629 5.234
H: 6.369 -2.231 5.962
H: 5.581 -0.821 6.629
H: 4.569 -2.254 0.785
H: 4.053 -0.719 1.098
C: 3.411 6.392 2.871
C: 2.976 5.853 1.531
C: 1.674 5.056 1.708
O: 1.220 4.476 0.519
C: -0.050 3.954 0.643
N: 2.785 6.973 0.627
H: 3.973 7.303 2.615
H: 4.063 5.774 3.482
H: 2.540 6.713 3.526
H: 3.807 5.250 1.141
H: 0.875 5.724 2.060
H: 1.800 4.342 2.500
H: -0.679 4.569 1.315
H: -0.075 2.953 1.127
H: -0.555 3.834 -0.301
H: 2.341 6.765 -0.257
H: 3.572 7.634 0.498
C: 6.047 3.075 2.944
C: 4.594 3.047 3.333
C: 3.945 1.721 2.980
O: 4.012 1.318 1.673
C: 3.025 1.898 0.885
N: 4.422 3.370 4.746
H: 6.368 3.120 1.911
H: 6.416 2.083 3.286
H: 6.574 3.822 3.566
H: 4.062 3.855 2.760
H: 2.904 1.743 3.276
H: 4.414 0.894 3.627
H: 3.264 1.713 -0.141
H: 2.983 2.936 1.078
H: 2.079 1.409 1.017
H: 4.961 2.652 5.279
H: 3.462 3.284 5.010

Its spin multiplicity is 1. The highest occupied orbital energy comes out at -8.4 eV. Its LUMO energy is 0.514 eV.

=====

[2]
# C11H24F6NO15S5V

A molecular structure, C11H24F6NO15S5V (the ωB97M-V functional and the def2-TZVPD basis, the Open Molecules 2025 dataset).

Positions of all 63 atoms, in Å:
O: -0.671 -0.470 1.296
V: 0.810 0.025 1.446
O: 1.693 -0.270 0.153
C: 3.367 2.591 2.933
F: 2.525 3.538 3.339
F: 3.392 2.558 1.584
F: 4.587 2.779 3.412
S: 2.782 0.930 3.506
O: 3.282 -0.017 2.551
O: 3.173 0.749 4.854
N: 1.128 0.875 3.290
S: 0.359 1.220 4.726
O: -0.061 -0.011 5.306
O: 1.023 2.200 5.481
C: -1.203 2.044 4.159
F: -2.253 1.585 4.803
F: -1.086 3.352 4.349
F: -1.362 1.843 2.839
O: 2.637 -5.934 -4.636
S: 3.656 -5.688 -3.675
O: 4.976 -5.391 -4.046
O: 3.189 -4.497 -2.767
C: 1.740 -4.244 -2.670
C: 1.517 -3.367 -1.465
C: 3.646 -7.027 -2.539
H: 1.243 -5.212 -2.637
H: 1.447 -3.776 -3.609
H: 1.909 -2.363 -1.576
H: 1.883 -3.870 -0.572
H: 0.426 -3.292 -1.383
H: 2.621 -7.286 -2.294
H: 4.117 -6.687 -1.614
H: 4.243 -7.846 -2.927
O: 1.326 4.205 -0.291
S: 0.975 2.861 -0.572
O: 0.545 2.033 0.518
O: -0.247 2.779 -1.514
C: -0.214 3.504 -2.761
C: -1.079 2.763 -3.747
C: 2.283 2.104 -1.476
H: 0.804 3.587 -3.155
H: -0.528 4.536 -2.600
H: -2.057 2.526 -3.329
H: -0.598 1.827 -4.035
H: -1.223 3.358 -4.648
H: 2.953 1.677 -0.727
H: 2.800 2.905 -1.991
H: 1.906 1.278 -2.069
O: -4.169 1.449 -1.961
S: -4.403 1.617 -0.577
O: -5.334 2.579 -0.104
O: -4.858 0.198 -0.050
C: -5.591 0.148 1.189
C: -5.389 -1.218 1.817
C: -2.860 1.871 0.290
H: -6.644 0.367 1.024
H: -5.225 0.931 1.859
H: -5.232 -1.984 1.060
H: -6.299 -1.466 2.367
H: -4.564 -1.250 2.526
H: -2.887 2.928 0.540
H: -2.015 1.639 -0.344
H: -2.908 1.202 1.141

Its spin multiplicity is 1. The highest occupied orbital energy comes out at -11.4 eV. Its LUMO energy is -2.027 eV.

=====

no.,F_max (eV/Å),Kohn-Sham gap (Eh)
1,2.80,0.32759
2,2.18,0.34552